1.
{"formula": "C3H3FO4Zn", "method": "ωB97M-V/def2-TZVPD", "relative_energy_ev": 0.000, "e_homo_ev": [-21.672, -21.039], "lumo_ev": [-16.549, -16.549], "multiplicity": 2, "total_charge": 3, "gap_ev": [5.1228, 4.4902], "elements": ["Zn", "O", "H", "O", "C", "O", "O", "H", "C", "C", "F", "H"], "coordinates": [[-6.424506, -1.211421, -0.568109], [-4.834308, -0.763441, 0.304228], [1.773687, 1.556245, 0.871146], [3.725227, -0.332281, 0.343440], [-2.750196, -0.315430, -0.927781], [0.244034, 0.376038, 0.239748], [-3.825452, -0.383705, -0.512354], [2.143304, -1.438367, 0.490559], [1.536198, 0.737707, 0.151071], [2.476923, -0.394559, 0.372988], [4.171740, 0.956965, 0.068017], [1.763344, 1.212245, -0.832950]], "atomic_forces_ev_per_a": [[-0.8276, -0.1540, -0.0936], [-0.9397, -0.3556, 1.1346], [0.2245, -0.3985, 0.1594], [0.2612, 0.1695, -0.0662], [1.2005, 0.2435, -0.3376], [-1.1061, -0.7455, 0.0874], [0.2010, 0.2316, -0.7488], [0.1794, 0.2670, 0.2629], [1.4492, 1.2188, -0.0146], [-0.7828, 0.0390, -0.5187], [-0.0936, -0.0424, 0.1411], [0.2339, -0.4733, -0.0058]], "mulliken_spin": [0.000, 0.000, 0.023, 0.000, 0.000, 0.923, 0.000, 0.000, -0.041, 0.068, 0.004, 0.023]}

2.
{"formula": "C3H3FeO3", "method": "ωB97M-V/def2-TZVPD", "relative_energy_ev": 2.061, "e_homo_ev": [-11.616, -15.062], "lumo_ev": [-6.164, -9.434], "multiplicity": 7, "total_charge": 1, "gap_ev": [5.4523, 5.6278], "elements": ["H", "C", "O", "H", "O", "Fe", "C", "C", "O", "H"], "coordinates": [[0.769984, -1.789958, 0.339051], [0.468939, -0.780249, 0.628072], [0.207488, 1.215394, -1.230423], [2.424601, -0.027982, 0.701879], [-1.990322, 0.689151, -1.361014], [-2.811923, -0.727558, -0.206397], [-0.784505, 0.532949, -1.033505], [1.371440, 0.195768, 0.868138], [-0.727546, -0.451409, -0.021012], [1.071846, 1.143894, 1.315209]], "atomic_forces_ev_per_a": [[-0.3229, -0.3028, 1.0854], [-1.9294, -0.3279, -4.1595], [0.1127, -1.3690, 0.3398], [-0.0529, 0.0845, 0.3442], [0.5553, -0.9931, -0.2354], [-1.6316, -0.3322, -0.0939], [0.1540, 4.0262, 0.0054], [0.7338, 1.5827, 0.3432], [2.2280, -2.3720, 2.6762], [0.1531, 0.0036, -0.3054]], "mulliken_spin": [0.034, 0.365, 0.132, 0.024, 0.011, 5.056, 0.033, 0.284, 0.036, 0.024]}

3.
{"formula": "C3H3GaLiO3", "method": "ωB97M-V/def2-TZVPD", "relative_energy_ev": 2.960, "e_homo_ev": [-18.090, -18.088], "lumo_ev": [-10.531, -11.454], "multiplicity": 2, "total_charge": 2, "gap_ev": [7.5588, 6.6339], "elements": ["C", "H", "H", "H", "C", "O", "O", "Li", "O", "C", "Ga"], "coordinates": [[1.214203, -1.015577, -0.382309], [1.005495, -2.094004, -0.279605], [-0.456757, 0.347221, -0.758578], [1.033535, 1.581250, -0.877455], [0.163489, -0.112327, 0.018510], [2.111538, -0.607269, -1.171383], [-0.484189, -0.456482, 1.165793], [2.588384, 1.014833, -1.945241], [-2.230471, 0.858467, 0.673738], [-1.702761, 0.057147, 1.465765], [-3.242465, 0.426742, 2.090765]], "atomic_forces_ev_per_a": [[2.1490, 0.8601, -3.6232], [0.5078, 0.1532, 0.5034], [0.1255, -0.6509, 0.0397], [-0.9671, -1.4648, 1.6816], [-0.4741, 1.9925, -1.1745], [-2.2273, -1.3881, 2.2840], [-1.0402, 0.7662, 1.4891], [0.5374, 0.0114, -0.2074], [1.1789, 1.2218, -2.4903], [8.2898, -2.2371, -3.7115], [-8.0796, 0.7358, 5.2091]], "mulliken_spin": [0.000, 0.000, 0.001, 0.001, 0.007, 0.001, -0.013, 0.000, -0.013, 0.109, 0.908]}

4.
{"formula": "C3H3GaO2", "method": "ωB97M-V/def2-TZVPD", "relative_energy_ev": 0.825, "e_homo_ev": [-26.286, -29.127], "lumo_ev": [-20.486, -20.168], "multiplicity": 2, "total_charge": 3, "gap_ev": [5.7995, 8.9596], "elements": ["C", "H", "H", "Ga", "C", "O", "C", "H", "O"], "coordinates": [[1.021996, -0.623184, -0.214815], [1.405154, -1.583766, -0.562228], [0.490672, -1.309530, 1.821687], [-1.019016, 1.985074, 0.592779], [0.328876, -0.563502, 1.033699], [-0.629655, 0.270332, 1.129741], [-1.675097, 1.094696, -1.166705], [1.409489, 0.318206, -0.610774], [-1.332418, 0.411674, -2.023383]], "atomic_forces_ev_per_a": [[2.4261, -0.0446, 0.1139], [-0.2797, -0.4914, -0.7945], [0.2181, -0.0543, 0.4323], [-1.0318, 2.3315, 0.3310], [-2.9629, 0.6200, 1.1975], [2.1618, -2.4113, 0.6167], [1.1920, -2.7108, -4.3863], [0.1330, -0.0034, -0.6659], [-1.8566, 2.7644, 3.1553]], "mulliken_spin": [0.065, 0.012, 0.010, 0.678, 0.123, -0.007, 0.114, 0.010, -0.004]}

5.
{"formula": "C3H3GdLiO2", "method": "ωB97M-V/def2-TZVPD", "e_homo_ev": [-23.171, -22.517], "lumo_ev": [-14.047, -15.779], "multiplicity": 8, "total_charge": 3, "gap_ev": [9.1247, 6.7387], "elements": ["H", "H", "H", "C", "O", "O", "Gd", "Li", "C", "C"], "coordinates": [[1.495515, 0.658260, -2.871588], [2.598307, 0.337711, -1.548153], [1.344636, -0.904052, -1.943513], [1.562070, 0.173100, -1.886296], [-0.116921, 0.238752, -0.203854], [-0.308323, 2.546910, 2.839056], [-0.315140, 2.721695, 0.360803], [-0.883067, -1.708732, 0.322755], [-0.277100, 2.391077, 3.962617], [0.668480, 0.891846, -0.955141]], "atomic_forces_ev_per_a": [[0.1636, -0.1659, 0.0089], [-0.0205, 0.0309, -0.0890], [-0.1091, 0.3890, 0.1221], [0.2250, 1.0415, -0.4131], [0.4991, 2.2902, -0.4240], [0.0218, 0.1149, -1.7518], [0.0682, 0.0168, -0.3114], [-0.0338, -0.4181, -0.0630], [0.0409, -0.1640, 1.7925], [-0.8552, -3.1353, 1.1287]], "mulliken_spin": [-0.004, -0.003, 0.007, 0.153, -0.007, 0.049, 6.803, -0.009, 0.005, 0.006]}

6.
{"formula": "C3H3HgO3", "method": "ωB97M-V/def2-TZVPD", "relative_energy_ev": 0.375, "e_homo_ev": [-16.973, -21.774], "lumo_ev": [-12.989, -12.971], "multiplicity": 2, "total_charge": 2, "gap_ev": [3.9840, 8.8026], "elements": ["H", "O", "C", "C", "C", "Hg", "H", "H", "O", "O"], "coordinates": [[-1.525863, -1.339630, 0.617885], [2.165271, 0.302083, -0.410626], [-1.199573, 0.440333, -0.647910], [0.970957, 0.069071, -0.235672], [-1.184016, -0.297156, 0.627904], [3.808016, 0.084919, 0.295521], [-1.564098, 0.243934, 1.501469], [-1.974648, 0.410216, -1.409696], [0.073050, 0.578399, -1.110565], [0.430902, -0.492167, 0.771688]], "atomic_forces_ev_per_a": [[-0.4726, 0.0714, -0.3486], [-10.5959, 0.5037, -4.1137], [4.1517, -2.6660, -1.3284], [2.6462, 0.7135, 1.5405], [3.1320, 0.2071, 0.1730], [9.5960, -1.1856, 3.9940], [0.1052, 0.0227, 0.2072], [-0.4828, 1.2382, -0.0182], [-4.9886, 0.8727, -0.4312], [-3.0912, 0.2222, 0.3253]], "mulliken_spin": [0.000, -0.092, 0.002, -0.026, 0.000, 1.131, 0.000, 0.001, -0.010, -0.004]}

7.
{"formula": "C3H3HoO2", "method": "ωB97M-V/def2-TZVPD", "relative_energy_ev": 0.000, "e_homo_ev": [-19.726, -17.271], "lumo_ev": [-9.971, -12.536], "multiplicity": 5, "total_charge": 2, "gap_ev": [9.7554, 4.7345], "elements": ["H", "C", "C", "H", "Ho", "O", "H", "O", "C"], "coordinates": [[-1.894431, 0.468371, -0.076381], [-0.928411, -0.015516, -0.232704], [0.210041, 0.932025, -0.407299], [-1.607035, -1.960369, 0.245413], [3.210779, 1.080333, 0.576665], [1.370646, 0.412254, -0.612787], [0.235086, -1.675940, 0.340090], [0.157121, 2.065881, 0.107850], [-0.753800, -1.307040, 0.059156]], "atomic_forces_ev_per_a": [[0.0286, -0.2296, -0.5619], [-1.1465, 2.7804, -0.2905], [1.3681, -1.5279, 1.9276], [0.1405, 0.0200, -0.4285], [-0.3882, 0.0562, -0.4921], [0.4003, 0.2546, -0.4062], [-0.2263, -0.1546, -0.4772], [-0.7950, -0.2040, -0.5310], [0.6185, -0.9952, 1.2597]], "mulliken_spin": [0.002, 0.187, -0.050, 0.023, 2.999, 0.042, 0.019, 0.557, 0.223]}

8.
{"formula": "C3H3I2NO", "method": "ωB97M-V/def2-TZVPD", "relative_energy_ev": 0.934, "e_homo_ev": -9.420, "lumo_ev": 0.164, "smiles": "C=C(I)N=C=O.I", "gap_ev": 9.5836, "elements": ["C", "I", "O", "H", "N", "H", "I", "H", "C", "C"], "coordinates": [[-1.436648, 0.707127, -0.474738], [1.496518, -1.859331, 0.207063], [-1.041062, -2.179492, 3.148845], [0.411671, -1.947298, -0.827706], [-1.789306, -0.605365, 1.557187], [-0.442022, 0.829452, -0.287907], [-4.059469, -0.778069, -0.387269], [-1.941925, 1.152845, -1.444941], [-1.392683, -1.393889, 2.369048], [-2.211570, -0.070712, 0.289120]], "atomic_forces_ev_per_a": [[-4.3521, -0.0997, -2.2697], [2.0042, 0.1319, 1.8433], [0.2625, -0.1005, 0.6473], [-1.9643, -0.1599, -1.8783], [-0.0884, 0.5852, -0.9008], [2.4333, 0.7506, 0.7007], [-0.0590, 0.1735, 0.2093], [1.4137, -1.0687, 2.1253], [-0.8262, 0.5176, -1.8257], [1.1762, -0.7299, 1.3485]], "mulliken_charge": [-0.621, -0.100, -0.442, 0.097, -0.290, 0.366, 0.112, 0.188, 0.617, 0.073]}

9.
{"formula": "C3H3IN2O", "method": "ωB97M-V/def2-TZVPD", "relative_energy_ev": 1.205, "e_homo_ev": -10.102, "lumo_ev": -1.031, "smiles": "[H]/N=C/[C@@](O)(I)C#N", "gap_ev": 9.0708, "elements": ["H", "N", "C", "N", "H", "C", "C", "O", "H", "I"], "coordinates": [[0.426438, -0.064114, 1.552648], [-1.059579, 2.665485, 0.599128], [-0.842139, 1.661382, 0.160196], [1.513236, -0.984655, 0.088076], [0.296210, -0.708129, -1.820630], [0.624746, -0.255527, 0.565498], [-0.536275, 0.201738, -0.356124], [-0.196382, 0.052700, -1.641526], [2.200578, -1.548147, 0.643652], [-2.426833, -1.020737, 0.209084]], "atomic_forces_ev_per_a": [[-0.1533, 0.6078, 2.7231], [-0.7283, 3.7712, 1.7038], [0.8659, -6.0745, -3.3836], [0.8286, -1.2628, -0.8829], [1.5741, -2.1652, 0.2382], [-0.9183, -1.5578, -1.4215], [0.8369, 1.2149, 1.6486], [-2.4909, 3.2847, -0.3384], [-0.9789, 1.4940, -0.0810], [1.1642, 0.6876, -0.2064]], "mulliken_charge": [0.452, -0.312, 0.145, -0.558, 0.340, -0.034, 0.118, -0.474, 0.268, 0.055]}

10.
{"formula": "C3H3IN2O", "method": "ωB97M-V/def2-TZVPD", "relative_energy_ev": 1.912, "e_homo_ev": -9.028, "lumo_ev": 0.258, "smiles": "On1ccnc1I", "gap_ev": 9.2852, "elements": ["I", "C", "H", "C", "N", "H", "H", "N", "C", "O"], "coordinates": [[-3.232741, -0.118965, -0.233259], [0.775523, 1.355784, -0.027211], [0.444189, -2.291202, 0.416089], [-1.161539, 0.436533, -0.174574], [-0.236143, -0.519823, -0.105954], [1.470185, 2.076370, 0.285062], [1.911796, -0.645529, 0.155883], [-0.606950, 1.639970, -0.100917], [1.020472, 0.016196, -0.072304], [-0.384796, -1.949330, -0.142817]], "atomic_forces_ev_per_a": [[1.3262, 0.5398, -0.0206], [-1.4457, -0.2811, 0.2408], [-2.7312, 1.2023, -1.6352], [-1.2588, 0.4763, 0.2498], [1.2684, -2.9459, -0.2776], [0.6767, 1.1085, -0.2168], [-1.2409, 1.2100, -0.6026], [0.9281, -1.4691, -0.1222], [0.5399, -0.4233, 0.9116], [1.9372, 0.5826, 1.4728]], "mulliken_charge": [0.107, -0.505, 0.374, 0.235, 0.206, 0.394, 0.267, -0.551, -0.142, -0.385]}

11.
{"formula": "C3H3INO2", "method": "ωB97M-V/def2-TZVPD", "relative_energy_ev": 0.855, "e_homo_ev": -2.598, "lumo_ev": 3.402, "total_charge": -1, "gap_ev": 5.9993, "elements": ["H", "O", "C", "H", "O", "I", "C", "C", "H", "N"], "coordinates": [[0.949300, -2.124565, -0.938898], [2.369499, 1.162370, 0.585276], [1.385300, 1.713168, 0.416030], [-0.189053, -1.182646, -1.859265], [0.599874, 2.529901, 0.334184], [-2.937895, 0.457662, -0.238793], [-0.887105, -0.069999, 0.681230], [0.190215, -1.428232, -0.941489], [-1.352126, -0.129709, 1.768043], [-0.128009, -0.927950, 0.193682]], "atomic_forces_ev_per_a": [[1.8419, -1.3776, -0.0371], [2.0361, -2.3667, 0.0846], [0.4174, 0.8177, 0.5966], [-1.6360, 0.8293, -2.1217], [-2.5449, 1.7552, -0.6905], [-0.2567, 0.1851, -0.6858], [-1.9822, 1.2458, 3.9295], [0.2894, -0.1760, 1.3333], [1.4665, -0.1575, -2.3370], [0.3685, -0.7552, -0.0720]], "mulliken_charge": [0.288, -0.387, 0.678, 0.332, -0.327, -0.423, -0.341, -0.630, 0.209, -0.400]}

12.
{"formula": "C3H3IO", "method": "ωB97M-V/def2-TZVPD", "relative_energy_ev": 2.422, "e_homo_ev": -8.925, "lumo_ev": -1.922, "smiles": "CC#COI", "gap_ev": 7.0025, "elements": ["O", "H", "C", "H", "I", "C", "H", "C"], "coordinates": [[-3.657418, 0.385095, 1.001507], [0.064889, 1.468030, -0.822305], [-0.130020, 0.511987, -0.315102], [0.122742, 0.773214, 0.684100], [-5.376934, -0.173638, -0.106034], [-2.568431, 0.401152, 0.363019], [0.391077, -0.414017, -0.671833], [-1.479988, 0.245644, -0.110750]], "atomic_forces_ev_per_a": [[-2.1155, -0.1306, 0.0550], [0.0847, -0.6910, -0.6494], [2.0420, -0.1964, -0.9022], [1.2458, -0.2050, 1.0551], [0.7030, 0.2742, 0.4444], [-0.1821, -0.5787, -0.0792], [0.1272, 1.2922, 0.1604], [-1.9051, 0.2354, -0.0840]], "mulliken_charge": [-0.674, 0.279, -0.929, 0.266, 0.208, 0.435, 0.257, 0.158]}